1.
Density functional theory data (ωB97M-V/def2-TZVPD) for a cluster of 12 separate species, C40H61NO34S5 in total.

Gap between HOMO and LUMO = 0.3231 Ha
HOMO = -9.673 eV

Each line ends with the Mulliken charge.
Cartesian coordinates (Å):
C (-0.47, -1.28, 0.27)  0.11
C (0.82, -1.16, -0.45)  1.29
O (1.13, 0.23, -0.54)  -0.20
S (0.25, 1.13, 0.54)  0.16
O (-0.79, 1.87, -0.15)  -0.05
O (1.12, 1.91, 1.43)  -0.26
O (-0.31, -0.19, 1.28)  -0.16
H (-0.79, -2.20, 0.77)  0.32
H (-1.31, -1.02, -0.37)  -0.17
H (0.97, -1.68, -1.40)  -0.31
H (1.67, -1.43, 0.17)  -0.73
C (-7.54, -0.13, 0.16)  -0.53
C (-7.50, -0.16, -1.39)  -0.29
O (-6.29, -0.81, -1.79)  -0.23
S (-5.39, -1.28, -0.54)  1.04
O (-3.98, -0.98, -0.66)  -0.18
O (-5.86, -2.60, -0.16)  -0.69
O (-6.15, -0.26, 0.50)  -0.34
H (-8.00, -0.96, 0.70)  0.32
H (-7.81, 0.85, 0.54)  0.28
H (-7.43, 0.87, -1.76)  0.25
H (-8.35, -0.77, -1.70)  0.30
C (-1.66, 0.14, 4.08)  -0.43
C (-2.99, 0.67, 3.36)  -0.11
O (-3.01, 2.05, 3.42)  -0.28
S (-1.61, 2.72, 4.05)  0.87
O (-1.58, 2.88, 5.50)  -0.59
O (-1.07, 3.76, 3.20)  -0.23
O (-0.84, 1.28, 3.70)  -0.12
H (-1.38, -0.79, 3.58)  0.16
H (-1.85, 0.05, 5.15)  0.36
H (-3.82, 0.27, 3.95)  0.37
H (-3.06, 0.33, 2.33)  0.02
C (-3.14, 0.27, -4.08)  0.21
C (-4.54, -0.32, -4.33)  -0.30
O (-4.46, -1.63, -3.70)  -0.41
S (-2.85, -2.22, -3.72)  1.07
O (-2.86, -3.38, -4.56)  -0.58
O (-2.29, -2.47, -2.37)  -0.36
O (-2.33, -0.70, -4.46)  -0.41
H (-2.93, 0.46, -3.02)  -0.11
H (-2.94, 1.26, -4.49)  0.34
H (-4.72, -0.56, -5.38)  0.36
H (-5.32, 0.34, -3.94)  0.15
C (2.34, 3.44, 3.85)  0.76
C (2.05, 4.77, 4.58)  -0.10
O (2.98, 4.78, 5.64)  -0.39
S (3.13, 3.29, 6.29)  1.02
O (2.06, 3.02, 7.19)  -0.53
O (4.50, 3.10, 6.75)  -0.56
O (2.92, 2.56, 4.75)  -0.32
H (2.93, 3.51, 2.93)  0.23
H (1.33, 3.03, 3.79)  -0.53
H (1.04, 4.92, 4.96)  0.23
H (2.20, 5.70, 4.04)  0.14
C (1.65, -3.98, -4.36)  -0.86
C (2.98, -4.01, -4.59)  -0.26
C (3.71, -2.88, -4.74)  -0.49
C (3.15, -1.68, -4.58)  -0.12
C (1.77, -1.52, -4.31)  -0.55
C (1.02, -2.75, -4.18)  0.29
N (3.95, -0.50, -4.74)  0.93
O (3.44, 0.64, -4.93)  -0.57
O (5.16, -0.61, -4.75)  -0.59
H (1.18, -4.92, -4.11)  0.43
H (3.27, -5.05, -4.67)  0.35
H (4.73, -3.06, -5.06)  0.47
H (1.27, -0.62, -3.97)  0.81
H (0.02, -2.67, -3.77)  0.17
O (0.52, 6.80, -3.96)  -0.63
C (0.65, 5.60, -3.98)  0.53
O (-0.49, 4.85, -3.74)  -0.36
C (-0.21, 3.47, -3.79)  0.46
C (1.28, 3.39, -3.93)  -0.23
C (1.86, 4.76, -4.27)  -0.62
H (-0.79, 2.97, -4.57)  0.12
H (-0.49, 3.08, -2.81)  -0.26
H (1.48, 2.58, -4.64)  0.27
H (1.68, 2.99, -2.99)  0.17
H (2.16, 4.80, -5.32)  0.31
H (2.76, 4.99, -3.69)  0.29
O (0.62, -3.55, 2.91)  -0.43
C (0.62, -4.26, 3.90)  0.33
O (0.50, -3.79, 5.16)  -0.32
C (0.50, -4.91, 6.16)  -0.44
C (0.03, -6.11, 5.28)  -0.60
C (0.63, -5.86, 3.87)  -0.31
H (-0.18, -4.61, 6.96)  0.31
H (1.41, -5.14, 6.71)  0.27
H (-1.06, -6.09, 5.29)  0.28
H (0.39, -7.05, 5.70)  0.35
H (0.04, -6.32, 3.08)  0.30
H (1.69, -6.02, 3.63)  0.25
O (1.92, -4.10, -1.23)  -0.31
C (2.50, -5.12, -0.98)  0.09
O (3.39, -5.63, -1.88)  -0.26
C (3.66, -7.01, -1.47)  -0.63
C (3.52, -7.00, 0.07)  -0.64
C (2.37, -6.03, 0.26)  0.02
H (4.70, -7.22, -1.72)  0.38
H (3.00, -7.72, -1.97)  0.35
H (4.38, -6.54, 0.56)  0.28
H (3.23, -8.00, 0.39)  0.37
H (2.57, -5.37, 1.11)  0.00
H (1.32, -6.32, 0.25)  0.41
O (2.18, 7.73, 2.47)  -0.70
C (1.72, 7.07, 1.54)  0.55
O (2.41, 6.17, 1.01)  -0.37
C (1.64, 5.48, -0.08)  0.17
C (0.32, 6.19, -0.16)  -0.02
C (0.30, 7.01, 1.02)  -0.43
H (1.44, 4.53, 0.42)  -0.12
H (2.20, 5.53, -1.02)  0.25
H (-0.57, 5.59, -0.33)  -0.03
H (0.32, 6.69, -1.13)  0.25
H (-0.29, 6.63, 1.86)  0.12
H (-0.07, 7.99, 0.71)  0.32
O (-5.79, 3.00, 1.55)  -0.50
C (-5.32, 3.06, 0.51)  0.42
O (-6.04, 3.17, -0.66)  -0.47
C (-5.27, 3.52, -1.84)  -0.39
C (-3.86, 3.33, -1.38)  0.27
C (-3.84, 3.39, 0.13)  0.32
H (-5.47, 4.56, -2.09)  0.29
H (-5.66, 2.96, -2.69)  0.24
H (-3.16, 3.95, -1.93)  0.24
H (-3.38, 2.35, -1.43)  -0.37
H (-3.55, 4.41, 0.39)  0.31
H (-3.16, 2.68, 0.61)  -0.39
O (5.34, -2.42, 3.61)  -0.59
C (5.34, -2.56, 2.38)  0.40
O (5.42, -3.80, 1.77)  -0.36
C (5.50, -3.48, 0.35)  -0.61
C (4.44, -2.41, 0.27)  0.61
C (4.59, -1.57, 1.47)  -0.14
H (5.32, -4.28, -0.38)  0.23
H (6.50, -3.14, 0.11)  0.36
H (3.47, -2.92, 0.21)  -0.57
H (4.52, -1.73, -0.58)  0.34
H (3.62, -1.44, 1.95)  -0.01
H (5.15, -0.65, 1.26)  0.36



2.
Density functional theory data (ωB97M-V/def2-TZVPD) for a structure of composition C40H62BN5OPdS2Si4Te2.

ΔE to the lowest compared entry with this formula, charge and spin = 0.00 kcal/mol
Multiplicity = 6
Gap between HOMO and LUMO (alpha / beta) = 0.2937 / 0.1883 Ha
HOMO (alpha / beta) = -9.647 / -9.959 eV
Net charge = +1

Each line ends with the Löwdin spin population.
Cartesian coordinates (Å):
Pd (1.40, -0.68, 1.93)  1.02
C (-2.35, -1.35, 4.81)  0.00
N (-1.55, -2.45, 4.28)  0.02
C (-2.03, -3.71, 4.02)  0.02
C (-0.99, -4.43, 3.56)  0.01
N (0.13, -3.62, 3.54)  0.02
B (1.56, -4.15, 3.16)  0.00
N (1.66, -4.33, 1.60)  0.02
C (1.22, -5.46, 0.94)  0.01
C (1.52, -5.34, -0.37)  0.01
N (2.14, -4.12, -0.52)  0.02
C (2.68, -3.59, -1.76)  0.01
C (2.23, -3.53, 0.70)  0.04
S (3.00, -1.99, 0.97)  0.23
C (-0.24, -2.40, 3.98)  0.02
S (0.73, -0.98, 4.19)  0.22
H (-3.30, -1.76, 5.13)  0.00
H (-2.49, -0.59, 4.05)  0.00
H (-1.83, -0.91, 5.67)  0.00
H (-3.06, -3.98, 4.19)  0.00
H (-0.93, -5.46, 3.27)  0.00
H (2.39, -3.38, 3.54)  0.00
H (1.65, -5.26, 3.63)  0.00
H (0.76, -6.27, 1.47)  0.00
H (1.35, -6.00, -1.20)  0.00
H (2.15, -4.05, -2.59)  0.00
H (3.75, -3.81, -1.84)  0.00
H (2.54, -2.51, -1.79)  0.00
C (-4.66, -1.23, 1.09)  0.01
Si (-4.30, -0.37, -0.54)  0.03
C (-3.96, 1.46, -0.30)  0.00
C (-5.72, -0.59, -1.75)  0.01
Si (-2.45, -1.46, -1.53)  0.11
Te (-0.77, -1.68, 0.41)  0.92
Si (-1.38, -0.40, -3.33)  0.00
C (-1.46, 1.46, -3.12)  0.00
C (0.41, -0.98, -3.39)  0.01
C (-2.27, -0.89, -4.91)  0.00
Si (-2.74, -3.78, -1.88)  0.03
C (-2.96, -4.72, -0.27)  0.01
C (-4.26, -4.02, -2.96)  0.01
C (-1.20, -4.39, -2.77)  0.01
H (-5.51, -0.75, 1.58)  0.00
H (-3.79, -1.16, 1.75)  0.01
H (-4.90, -2.28, 0.94)  0.00
H (-4.79, 1.92, 0.24)  0.00
H (-3.85, 1.97, -1.25)  0.00
H (-3.06, 1.62, 0.30)  0.00
H (-6.64, -0.16, -1.36)  0.00
H (-5.90, -1.65, -1.95)  0.00
H (-5.49, -0.11, -2.70)  0.00
H (-1.08, 1.78, -2.15)  0.00
H (-2.49, 1.80, -3.20)  0.00
H (-0.89, 1.97, -3.91)  0.00
H (0.90, -0.81, -2.43)  0.01
H (0.97, -0.45, -4.17)  0.00
H (0.47, -2.05, -3.62)  0.00
H (-3.32, -0.60, -4.86)  0.00
H (-2.23, -1.97, -5.07)  0.00
H (-1.84, -0.41, -5.79)  0.00
H (-3.80, -4.33, 0.31)  0.00
H (-2.06, -4.66, 0.36)  0.01
H (-3.16, -5.77, -0.49)  0.00
H (-5.16, -3.74, -2.43)  0.00
H (-4.36, -5.07, -3.27)  0.00
H (-4.20, -3.41, -3.86)  0.00
H (-0.31, -4.10, -2.21)  0.01
H (-1.13, -3.95, -3.77)  0.00
H (-1.20, -5.48, -2.88)  0.00
C (4.34, 6.83, -3.39)  0.00
C (3.69, 5.69, -2.66)  0.02
C (3.25, 4.56, -3.35)  0.00
C (2.63, 3.50, -2.69)  0.03
C (2.20, 2.31, -3.50)  0.01
C (2.47, 3.58, -1.30)  0.06
Te (1.55, 1.91, -0.36)  0.48
N (0.16, 1.05, 1.68)  0.97
C (-1.09, 1.25, 2.18)  0.10
O (-1.93, 0.34, 2.06)  0.24
C (-1.42, 2.54, 2.83)  0.02
C (-0.79, 3.73, 2.49)  0.01
C (-1.14, 4.91, 3.12)  0.00
C (-2.12, 4.90, 4.11)  0.01
C (-2.76, 3.72, 4.45)  0.00
C (-2.41, 2.54, 3.80)  0.01
C (3.09, 1.58, 1.03)  0.04
C (2.90, 1.89, 2.38)  0.03
C (3.92, 1.68, 3.29)  0.00
C (5.14, 1.17, 2.85)  0.00
C (5.33, 0.89, 1.51)  0.00
C (4.32, 1.09, 0.57)  0.01
C (4.58, 0.77, -0.88)  0.02
C (2.89, 4.71, -0.58)  0.02
C (2.74, 4.88, 0.90)  0.01
C (3.50, 5.74, -1.29)  0.00
H (4.54, 6.58, -4.43)  0.00
H (5.28, 7.11, -2.92)  0.00
H (3.69, 7.71, -3.37)  0.00
H (3.39, 4.50, -4.42)  0.00
H (2.33, 2.50, -4.56)  0.00
H (1.14, 2.07, -3.34)  0.00
H (2.78, 1.42, -3.25)  0.00
H (-0.05, 3.74, 1.70)  0.01
H (-0.66, 5.84, 2.85)  0.00
H (-2.40, 5.82, 4.61)  0.00
H (-3.52, 3.71, 5.21)  0.00
H (-2.91, 1.61, 4.05)  0.00
H (1.96, 2.30, 2.72)  0.00
H (3.76, 1.90, 4.34)  0.00
H (5.94, 0.99, 3.56)  0.00
H (6.28, 0.49, 1.17)  0.00
H (5.47, 0.15, -0.97)  0.00
H (4.73, 1.69, -1.46)  0.00
H (3.74, 0.22, -1.32)  0.01
H (1.84, 4.39, 1.29)  0.01
H (2.68, 5.94, 1.16)  0.00
H (3.59, 4.45, 1.43)  0.00
H (3.83, 6.62, -0.74)  0.00



Number 1: energy -167737.6294 eV. Number 2: energy -123905.5812 eV.